# 1
{
  "formula": "C3H7IN",
  "method": "ωB97M-V/def2-TZVPD",
  "symbols": ["C", "C", "C", "N", "I", "H", "H", "H", "H", "H", "H", "H"],
  "xyz": [[1.7511, 2.0715, 0.2019], [0.6011, 1.3701, 0.4770], [-0.1053, 0.7780, -0.5671], [-1.5031, -2.5006, 0.0086], [-1.9631, 0.0671, -0.3888], [2.2914, 2.3112, 1.0973], [2.1275, 1.9646, -0.7836], [0.3697, 1.3794, 1.5129], [0.4099, 0.6377, -1.4630], [-0.5395, -2.2253, 0.4218], [-1.9435, -3.2215, 0.4570], [-1.4963, -2.6323, -0.9741]],
  "e_lumo_ha": [-0.24155, -0.23666],
  "homo_energy_ev": [-13.143, -13.215],
  "gap_ha": [0.24144, 0.24898],
  "spin_multiplicity": 1,
  "energy_ha": -470.57765,
  "charge": 1,
  "e_above_lowest_kcal_mol": 78.8
}

***

# 2
{
  "formula": "C3H7IN2",
  "method": "ωB97M-V/def2-TZVPD",
  "symbols": ["I", "N", "C", "C", "C", "N", "H", "H", "H", "H", "H", "H", "H"],
  "xyz": [[2.9514, -0.0883, 0.3102], [1.1198, 0.1340, -0.9988], [0.0439, -1.2162, -0.5953], [-1.0800, -0.5258, 0.1651], [-0.4901, 0.8999, 0.6017], [0.3457, 1.1988, -0.6172], [0.5736, -1.7515, 0.1974], [0.0336, -1.7556, -1.4900], [-1.3789, -0.8817, 1.1094], [-1.9131, -0.5458, -0.4436], [-1.0290, 1.7754, 0.9332], [0.1543, 0.6162, 1.3442], [0.6688, 2.1404, -0.5163]],
  "e_lumo_ha": -0.00391,
  "homo_energy_ev": -8.209,
  "smiles": "IN1CCCN1",
  "gap_ha": 0.29778,
  "spin_multiplicity": 1,
  "energy_ha": -525.59085,
  "e_above_lowest_kcal_mol": 75.5
}

***

# 3
{
  "formula": "C3H7IN2O",
  "method": "ωB97M-V/def2-TZVPD",
  "symbols": ["C", "N", "N", "C", "I", "H", "H", "H", "H", "H", "C", "O", "H", "H"],
  "xyz": [[0.8518, -1.5650, -0.9761], [-0.4246, -1.0584, -0.5431], [-0.5792, -0.4479, 0.6240], [-1.6481, -0.0538, 1.0778], [-3.5223, -0.1744, -0.1315], [0.6446, -2.6572, -1.2333], [1.4303, -1.2379, -0.0873], [1.3326, -0.9418, -1.7550], [-1.1311, -0.7011, -1.1625], [-1.5651, 0.5946, 1.9935], [0.2399, 2.4569, -0.4544], [0.2630, 2.9666, 0.6441], [0.5003, 2.9562, -1.4621], [0.3850, 1.3239, -0.6285]],
  "e_lumo_ha": 0.01093,
  "homo_energy_ev": -8.821,
  "smiles": "CN/N=C\\I.C=O",
  "gap_ha": 0.33510,
  "spin_multiplicity": 1,
  "energy_ha": -600.83045,
  "e_above_lowest_kcal_mol": 20.7
}

***

# 4
{
  "formula": "C3H7IN2O5PSi",
  "method": "ωB97M-V/def2-TZVPD",
  "symbols": ["N", "P", "O", "O", "Si", "N", "C", "C", "O", "I", "C", "O", "O", "H", "H", "H", "H", "H", "H", "H"],
  "xyz": [[2.8708, -0.8615, 0.3614], [1.9555, 0.3111, -0.0400], [2.5076, 1.1417, -1.3300], [2.0846, 1.4778, 1.0890], [-0.2754, -0.0223, -0.4297], [-1.0491, 1.5708, -0.4350], [-0.8794, -0.9628, 1.1163], [-2.2859, -0.8498, 1.6165], [-2.6085, -0.8253, 2.7696], [-3.8555, -0.7460, 0.1459], [-0.4610, -1.0414, -2.0443], [-1.5378, -0.9621, -2.6371], [0.5841, -1.6878, -2.2523], [2.4414, -1.7712, 0.2621], [1.8130, 1.3955, -1.9502], [1.6855, 2.3063, 0.7974], [-1.5875, 1.8284, 0.3843], [-0.4322, 2.3477, -0.6415], [-0.7063, -2.0319, 0.9289], [-0.2737, -0.6696, 1.9852]],
  "e_lumo_ha": 0.09666,
  "homo_energy_ev": -4.365,
  "smiles": "N=P(O)(O)[Si@](N)(CC(=O)I)C(=O)[O-]",
  "gap_ha": 0.25709,
  "spin_multiplicity": 1,
  "energy_ha": -1532.94931,
  "charge": -1
}

***

# 5
{
  "formula": "C3H7IN3",
  "method": "ωB97M-V/def2-TZVPD",
  "symbols": ["C", "C", "C", "N", "N", "N", "I", "H", "H", "H", "H", "H", "H", "H"],
  "xyz": [[-0.4233, 2.6466, -3.2698], [0.2623, 0.7866, -1.8939], [-0.1670, -0.9735, 2.7954], [0.0766, 1.5669, -2.8282], [0.4570, 0.0065, -1.0373], [-0.2032, -1.9487, 1.7325], [1.5929, -2.5995, 0.9878], [-1.0405, 3.3067, -2.6680], [-0.2190, 2.9045, -4.3020], [0.9458, -0.8194, -0.7110], [0.4670, -0.1376, 2.5011], [-1.1878, -0.6142, 2.9366], [0.1926, -1.3647, 3.7554], [-0.7535, -2.7601, 2.0013]],
  "e_lumo_ha": -0.23046,
  "homo_energy_ev": -12.020,
  "gap_ha": 0.21127,
  "spin_multiplicity": 1,
  "energy_ha": -580.10213,
  "charge": 1,
  "e_above_lowest_kcal_mol": 67.1
}

***

# 6
{
  "formula": "C3H7IN3P",
  "method": "ωB97M-V/def2-TZVPD",
  "symbols": ["C", "C", "C", "N", "N", "N", "P", "I", "H", "H", "H", "H", "H", "H", "H"],
  "xyz": [[0.1232, 0.5276, -1.6917], [0.2670, -0.6250, -0.6585], [-0.9594, -0.6623, 0.1794], [-1.2375, 1.5207, 1.2714], [1.4704, -0.5145, 0.1521], [-0.9019, 0.3145, 1.3887], [1.3714, -0.2761, 1.6892], [-0.9103, -2.5745, 1.2880], [0.2291, 1.5223, -1.2564], [0.9496, 0.6011, -2.4671], [-0.7656, 0.3769, -2.2573], [0.3433, -1.5970, -1.3130], [-1.7419, -0.2701, -0.4638], [-1.0740, 2.0124, 2.2083], [2.8368, -0.3559, 1.9307]],
  "e_lumo_ha": -0.01036,
  "homo_energy_ev": -8.068,
  "gap_ha": 0.28615,
  "spin_multiplicity": 1,
  "energy_ha": -921.66429,
  "e_above_lowest_kcal_mol": 16.1
}

***

# 7
{
  "formula": "C3H7IN3S",
  "method": "ωB97M-V/def2-TZVPD",
  "symbols": ["C", "C", "C", "N", "N", "N", "S", "I", "H", "H", "H", "H", "H", "H", "H"],
  "xyz": [[0.8323, -0.2383, 0.1344], [-2.6363, 0.7527, 0.0671], [1.7313, -1.2709, -0.1735], [0.7810, 0.3631, 1.3446], [-0.7660, 1.3000, -0.4612], [0.1474, 0.3278, -0.7851], [-3.6573, 1.9402, 0.1797], [-2.6293, -1.2748, 0.1535], [2.8799, -1.0007, -0.2009], [1.4588, -1.6372, -1.1614], [1.7525, -2.1052, 0.5768], [0.9755, -0.1285, 2.1644], [0.1439, 1.1872, 1.2513], [-1.0773, 1.8830, -1.3294], [0.0636, -0.0984, -1.7603]],
  "e_lumo_ha": -0.16477,
  "homo_energy_ev": -12.723,
  "gap_ha": 0.30279,
  "spin_multiplicity": 1,
  "energy_ha": -978.30779,
  "charge": 1,
  "e_above_lowest_kcal_mol": 0.0
}

***

# 8
{
  "formula": "C3H7INP",
  "method": "ωB97M-V/def2-TZVPD",
  "symbols": ["C", "C", "C", "N", "P", "I", "H", "H", "H", "H", "H", "H", "H"],
  "xyz": [[1.1219, -0.0738, 1.3506], [-0.2448, -0.3089, -0.6796], [0.3366, -0.8277, 0.6036], [-1.2423, 1.9733, 0.4340], [-1.8184, 0.5502, -0.0626], [1.5977, -1.6577, -2.8328], [1.2195, 0.9649, 1.0997], [1.7441, -0.5086, 2.0701], [0.4103, 0.3715, -1.1721], [-0.5910, -1.1466, -1.3831], [0.4096, -1.8405, 0.9401], [-0.5238, 1.7266, 1.0327], [-2.4192, 0.7772, -1.4006]],
  "e_lumo_ha": [0.03011, -0.11846],
  "homo_energy_ev": [-8.735, -9.653],
  "s2": 2.01,
  "gap_ha": [0.35112, 0.23629],
  "spin_multiplicity": 3,
  "energy_ha": -812.16637,
  "e_above_lowest_kcal_mol": 0.0
}

***

# 9
{
  "formula": "C3H7INS",
  "method": "ωB97M-V/def2-TZVPD",
  "symbols": ["C", "C", "C", "N", "S", "I", "H", "H", "H", "H", "H", "H", "H"],
  "xyz": [[-0.2825, 0.0995, 1.2340], [-0.5353, 0.2011, -0.9476], [0.0135, -0.8443, 0.0619], [-0.2721, 1.2334, 0.1994], [0.0385, -2.5393, 0.0048], [2.7846, 0.4201, -0.1964], [-1.2780, -0.0497, 1.6121], [0.5977, 0.1926, 1.9050], [0.1034, 0.4757, -1.8354], [-1.6259, 0.0233, -1.0907], [-0.8970, 1.9610, 0.0954], [0.8614, 1.3586, 0.1634], [0.4919, -2.5321, -1.2058]],
  "e_lumo_ha": [-0.23182, -0.23793],
  "homo_energy_ev": [-12.954, -12.805],
  "gap_ha": [0.24423, 0.23265],
  "spin_multiplicity": 1,
  "energy_ha": -868.77850,
  "charge": 1,
  "e_above_lowest_kcal_mol": 38.2
}

***

# 10
{
  "formula": "C3H7IO2S",
  "method": "ωB97M-V/def2-TZVPD",
  "symbols": ["C", "C", "I", "S", "C", "O", "O", "H", "H", "H", "H", "H", "H", "H"],
  "xyz": [[0.5192, -1.1038, 1.7231], [0.2644, -0.9981, 0.0661], [2.0304, -1.1883, -1.1734], [-0.6258, 0.6225, -0.0499], [-0.4325, 1.3946, -1.7114], [-0.0191, 1.5018, 0.9988], [-2.0023, 0.2753, 0.1341], [1.0228, -0.3177, 2.2102], [-0.4204, -1.1298, 2.1701], [1.0263, -1.9262, 1.9603], [-0.4653, -1.6603, -0.4407], [0.1195, 0.7541, -2.3643], [-1.3583, 1.5822, -1.9933], [0.3411, 2.1936, -1.5296]],
  "e_lumo_ha": 0.00008,
  "homo_energy_ev": -9.996,
  "smiles": "C[C@H](I)S(C)(=O)=O",
  "gap_ha": 0.36744,
  "spin_multiplicity": 1,
  "energy_ha": -964.79307,
  "e_above_lowest_kcal_mol": 32.1
}

***

# 11
{
  "formula": "C3H7N",
  "method": "ωB97M-V/def2-TZVPD",
  "symbols": ["C", "C", "C", "N", "H", "H", "H", "H", "H", "H", "H"],
  "xyz": [[0.5456, -1.2346, -0.7339], [1.0376, 0.0712, -0.1035], [-0.1538, 0.8702, 0.5300], [-1.5127, 0.6592, 0.2480], [1.3572, -1.8630, -1.0954], [-0.2378, -0.9366, -1.4301], [0.0118, -1.7653, 0.0676], [0.4151, 0.0330, 1.1537], [0.1692, 1.8702, 0.8580], [-1.7861, -0.1259, 0.8308], [2.0004, 0.5043, 0.1167]],
  "e_lumo_ha": [0.17416, 0.16863],
  "homo_energy_ev": [-0.221, -1.408],
  "s2": 0.75,
  "gap_ha": [0.18229, 0.22037],
  "spin_multiplicity": 2,
  "energy_ha": -173.08361,
  "charge": -1,
  "e_above_lowest_kcal_mol": 58.1
}

***

# 12
{
  "formula": "C3H7N",
  "method": "ωB97M-V/def2-TZVPD",
  "symbols": ["C", "C", "H", "H", "H", "H", "C", "N", "H", "H", "H"],
  "xyz": [[0.3286, 2.4738, 1.4049], [-0.9571, 2.7443, 1.5212], [0.7746, 2.2292, 0.4454], [1.0963, 2.7780, 2.1036], [-1.5692, 2.4766, 0.6745], [-1.2420, 3.1602, 2.4733], [0.0483, -3.0988, -1.2495], [0.4965, -2.0068, -1.6875], [0.6484, -3.9139, -0.8165], [-1.0168, -3.2922, -1.1208], [1.4350, -2.0683, -2.0799]],
  "e_lumo_ha": 0.04385,
  "homo_energy_ev": -9.784,
  "smiles": "C=C.C=N",
  "gap_ha": 0.40340,
  "spin_multiplicity": 1,
  "energy_ha": -173.17065,
  "e_above_lowest_kcal_mol": 44.8
}